ORCA calculation (ωB97M-V/def2-TZVPD) on a 3-piece molecular cluster, C37H72FN2O5S overall.

Computed properties:
E: -2435.67133 Ha
Total charge: +1

Last column: Löwdin charge in e.
Atoms and positions in Å:
C (6.9825, -4.3253, 3.2613)  -0.1541
C (6.3495, -5.3241, 2.1067)  -0.2679
C (6.2177, -4.5974, 0.6264)  -0.2239
C (5.5805, -3.0867, 0.6853)  -0.2188
C (4.3126, -2.9315, -0.3422)  -0.2273
C (2.9128, -3.6202, 0.1768)  -0.1989
C (1.7290, -2.4877, 0.5092)  -0.1960
C (1.2124, -1.7893, -0.8985)  -0.1741
C (1.2242, -0.1654, -0.6841)  -0.1938
N (0.1568, 0.3981, 0.2033)  -0.1313
C (0.0573, 1.9008, 0.1854)  -0.2273
C (1.4698, 2.7167, 0.0916)  -0.1379
C (2.5469, 2.4081, 1.2874)  -0.2113
C (3.2427, 3.7335, 1.9571)  -0.3675
C (4.8437, 3.7514, 1.4743)  -0.1134
C (3.3093, 3.4334, 3.6011)  -0.1276
C (-0.6626, 2.3569, 1.6059)  -0.0100
N (-1.2983, 1.1443, 2.3164)  -0.0348
F (-2.0473, 1.6613, 3.3313)  0.0799
C (-2.1604, 0.4822, 1.2200)  -0.1402
C (-3.1500, -0.7072, 1.8393)  -0.0621
C (-4.6238, -0.1597, 2.3079)  -0.3289
C (-5.4676, 0.6027, 1.0815)  -0.0456
O (-5.4526, -1.1534, 3.0078)  -0.1808
C (-5.7836, -2.3089, 2.1610)  -0.1810
C (-4.8830, -3.5934, 2.6916)  -0.1158
C (-4.6081, -3.9121, 4.2965)  -0.0042
C (-3.6368, -5.2178, 4.6362)  -0.0598
C (-2.9606, -6.1824, 3.4867)  -0.0697
C (-3.2827, -5.8833, 1.9074)  -0.0686
C (-4.2375, -4.5919, 1.5432)  -0.0505
C (-1.1909, -0.2583, 0.0727)  -0.2678
S (-1.9920, -0.1759, -1.6126)  0.7949
C (-2.3827, -1.9293, -2.2674)  -0.1367
O (-1.1649, 0.5240, -2.7159)  -0.3787
O (-3.3970, 0.5455, -1.6211)  -0.4039
H (6.0974, -3.5987, 3.5822)  0.0649
H (7.3715, -4.8844, 4.2131)  0.0777
H (7.8010, -3.6254, 2.7555)  0.0901
H (5.2565, -5.6816, 2.3992)  0.1027
H (7.0375, -6.2854, 2.0931)  0.1082
H (5.5753, -5.3120, -0.0706)  0.1134
H (7.3128, -4.6153, 0.1570)  0.1192
H (5.2727, -2.7176, 1.7527)  0.1016
H (6.4318, -2.3409, 0.3136)  0.1199
H (4.1363, -1.7753, -0.5808)  0.1077
H (4.5716, -3.4320, -1.3909)  0.1222
H (3.0518, -4.3812, 1.0694)  0.1165
H (2.4697, -4.2534, -0.7284)  0.1157
H (0.7873, -2.9591, 1.0251)  0.1041
H (2.1930, -1.6273, 1.1705)  0.1097
H (0.2158, -2.2360, -1.3142)  0.0885
H (2.0515, -2.0277, -1.7037)  0.1247
H (2.3000, 0.0825, -0.2274)  0.1242
H (1.2569, 0.3132, -1.7775)  0.1276
H (-0.5847, 2.2281, -0.7661)  0.1705
H (2.0389, 2.4914, -0.9333)  0.1353
H (1.3115, 3.9000, 0.0857)  0.1393
H (2.0301, 1.7521, 2.1383)  0.1067
H (3.4228, 1.7283, 0.8639)  0.1143
H (2.6909, 4.7353, 1.7059)  0.1327
H (5.4030, 4.7318, 1.7943)  0.0915
H (4.8237, 3.5904, 0.3102)  0.0821
H (5.3504, 2.7691, 1.9230)  0.0933
H (3.8465, 4.3207, 4.1904)  0.0995
H (2.2642, 3.1649, 4.0585)  0.0634
H (3.9718, 2.4477, 3.7062)  0.0904
H (0.0212, 2.9953, 2.3073)  0.1553
H (-1.5569, 3.0785, 1.2819)  0.1594
H (-0.5944, 0.4956, 2.7295)  0.2194
H (-2.8004, 1.3599, 0.7750)  0.1503
H (-2.5988, -1.1264, 2.8089)  0.1556
H (-3.3163, -1.5378, 1.0182)  0.1224
H (-4.4147, 0.7088, 3.0997)  0.1534
H (-6.6268, 0.6396, 1.3149)  0.1133
H (-5.2785, -0.0392, 0.1050)  0.0774
H (-5.0181, 1.6728, 0.9346)  0.0745
H (-5.5359, -2.1836, 1.0243)  0.1131
H (-6.9413, -2.5792, 2.2295)  0.1540
H (-5.0764, -3.2450, 5.1486)  0.0992
H (-3.4036, -5.4313, 5.7710)  0.0846
H (-2.2599, -7.0712, 3.7854)  0.0850
H (-2.8743, -6.5176, 1.0118)  0.0822
H (-4.4817, -4.3550, 0.4112)  0.0817
H (-1.2122, -1.4074, 0.3983)  0.1492
H (-1.9191, -2.6807, -1.4670)  0.0683
H (-3.5434, -2.1491, -2.2610)  0.1001
H (-1.8541, -2.1611, -3.2852)  0.0934
C (0.8505, -0.9838, -4.6510)  -0.0921
C (1.6927, 0.1025, -5.2977)  -0.2677
O (2.1857, -0.2520, -6.5883)  -0.1593
C (1.2108, -0.5381, -7.5856)  -0.2768
C (0.2815, 0.6266, -7.8783)  -0.0805
H (1.4170, -1.9191, -4.5822)  0.0863
H (0.5460, -0.6820, -3.6433)  0.0199
H (-0.0566, -1.1921, -5.2252)  0.0697
H (2.5693, 0.2888, -4.6675)  0.1180
H (1.1428, 1.0489, -5.3491)  0.1095
H (0.6462, -1.4368, -7.3148)  0.1044
H (1.7621, -0.7852, -8.4995)  0.1215
H (-0.3167, 0.8984, -7.0052)  0.0638
H (-0.4066, 0.3716, -8.6889)  0.0794
H (0.8554, 1.5118, -8.1694)  0.0843
C (-4.1339, 4.8721, -0.1574)  -0.0800
C (-3.2141, 5.8546, 0.5470)  -0.2820
O (-2.0742, 6.2229, -0.2274)  -0.1759
C (-2.3308, 6.8612, -1.4738)  -0.2770
C (-3.0956, 8.1664, -1.3416)  -0.0770
H (-3.5826, 3.9712, -0.4489)  0.0660
H (-4.9592, 4.5820, 0.5013)  0.0779
H (-4.5668, 5.2993, -1.0663)  0.0745
H (-2.8337, 5.3856, 1.4613)  0.1053
H (-3.7618, 6.7491, 0.8639)  0.1109
H (-2.8409, 6.1705, -2.1538)  0.1076
H (-1.3544, 7.0709, -1.9241)  0.1201
H (-4.0928, 8.0123, -0.9222)  0.0672
H (-3.2139, 8.6403, -2.3199)  0.0825
H (-2.5653, 8.8566, -0.6782)  0.0852

---

ORCA calculation (ωB97M-V/def2-TZVPD) on C36H46BBrF6IN9PRbS2Si as an isolated structure.

Computed properties:
Total charge: -1
2S+1: 2
Energy above the lowest of the compared OMol25 structures with the same formula, charge and spin: 0.763 eV
<S²>: 0.771

Last column: Löwdin charge in e.
Atoms and positions in Å:
Rb (-1.4641, -0.4025, 0.4606)  0.8087
C (5.7681, 2.4841, 1.4201)  -0.0446
N (5.9040, 1.0382, 1.6288)  -0.1318
C (6.8022, 0.1968, 0.9931)  -0.0467
C (6.6104, -1.0140, 1.5866)  -0.0850
N (5.6773, -0.9127, 2.5649)  -0.0158
B (5.0400, -2.1135, 3.3061)  -0.4641
N (3.6855, -2.3467, 2.5423)  0.0253
C (2.5160, -1.7253, 2.7757)  -0.0025
C (1.5570, -2.2011, 1.8903)  0.0431
N (2.1410, -3.1834, 1.1644)  -0.0880
C (1.4500, -4.1114, 0.3268)  -0.0293
C (3.4592, -3.2778, 1.5934)  -0.7204
S (4.5393, -4.3630, 0.9304)  0.7905
C (5.2149, 0.3697, 2.5811)  -0.7622
S (4.1180, 1.0534, 3.6670)  0.5835
H (6.7436, 2.9602, 1.1362)  0.1035
H (5.4140, 2.8381, 2.3378)  0.0027
H (4.9911, 2.6795, 0.6708)  0.0880
H (7.4545, 0.4864, 0.2237)  0.0941
H (7.0876, -1.9459, 1.3959)  0.1051
H (5.7633, -3.0762, 3.1286)  0.0496
H (4.8702, -1.8487, 4.4854)  0.0706
H (2.4233, -1.0075, 3.5968)  0.0914
H (0.5053, -2.0141, 1.9441)  0.1048
H (0.7920, -4.7667, 0.8976)  0.1146
H (2.2095, -4.6975, -0.1481)  0.0368
H (0.8308, -3.5586, -0.3292)  0.0193
C (-1.9059, 1.3901, -4.4157)  -0.0660
C (-2.5372, 2.6052, -4.5053)  -0.0634
C (-2.7940, 3.2701, -3.3073)  -0.0213
C (-2.3515, 2.6998, -2.1091)  -0.2099
N (-1.7441, 1.5018, -2.0644)  0.0919
C (-1.5044, 0.8627, -3.1938)  -0.1177
C (-2.4695, 3.5159, -0.8733)  -0.2656
C (-2.3237, 4.8768, -0.9302)  -0.0487
C (-2.5407, 5.6776, 0.1840)  -0.0617
C (-2.8521, 5.0145, 1.3422)  -0.0828
C (-2.9028, 3.6345, 1.3926)  -0.0937
N (-2.7344, 2.8835, 0.2622)  0.1431
H (-1.5969, 0.8380, -5.3265)  0.1157
H (-2.8661, 3.0590, -5.4573)  0.1161
H (-3.3798, 4.1366, -3.3221)  0.0925
H (-1.0790, -0.1213, -3.1058)  0.0819
H (-1.9345, 5.2742, -1.8520)  0.1133
H (-2.4622, 6.7622, 0.0952)  0.1125
H (-2.9519, 5.4583, 2.3388)  0.1105
H (-3.2102, 3.1383, 2.2980)  0.1117
F (-1.5851, -0.9704, 2.9167)  -0.3948
P (-2.2773, -1.6761, 4.2925)  0.1383
F (-3.6584, -1.4538, 3.6072)  -0.1142
F (-2.1480, -3.0764, 3.5455)  -0.1348
F (-2.3325, -0.1610, 4.8994)  -0.1712
F (-0.8359, -1.8030, 5.0160)  -0.1554
F (-2.9104, -2.3322, 5.6088)  -0.1363
C (-0.1683, 3.2845, 5.3107)  -0.1418
C (-0.2402, 1.8008, 4.9966)  -0.1898
N (-0.6641, 1.6784, 3.6116)  0.0686
C (0.0337, 2.2863, 2.5801)  -0.4183
N (0.0082, 1.7006, 1.4491)  -0.0413
C (0.6731, 2.3035, 0.3419)  -0.2531
C (0.7473, 3.7864, 0.5490)  -0.1773
C (1.3499, 4.1132, 1.8807)  -0.1748
N (0.5859, 3.4768, 2.9066)  -0.0378
C (0.8322, 3.8916, 4.2784)  -0.1449
H (0.1955, 3.4029, 6.3156)  0.0998
H (-1.1861, 3.7303, 5.1947)  0.1223
H (-0.9964, 1.2982, 5.5326)  0.0849
H (0.7287, 1.2936, 5.1739)  0.1299
H (-1.0581, 0.8217, 3.2449)  0.0714
H (0.0725, 1.9837, -0.5392)  0.0810
H (1.7064, 1.9558, 0.2449)  0.1145
H (-0.2404, 4.2309, 0.4595)  0.0822
H (1.3979, 4.2492, -0.2232)  0.1250
H (1.3434, 5.2315, 2.0255)  0.1353
H (2.4144, 3.8080, 1.8652)  0.1208
H (0.7682, 5.0081, 4.3847)  0.1233
H (1.8488, 3.6267, 4.5703)  0.1098
Br (3.3186, -4.8135, -7.3836)  0.6433
C (1.4814, -4.5571, -6.8206)  -0.6984
C (0.4941, -4.7812, -7.7507)  -0.1541
C (-0.8581, -4.5553, -7.4907)  -0.0643
C (-1.1650, -4.1219, -6.2108)  -0.0765
C (-0.1666, -3.7915, -5.2981)  -0.1341
C (1.1966, -4.0004, -5.5582)  -0.7415
I (2.5743, -3.5871, -4.0364)  0.8709
H (0.8002, -5.1509, -8.7188)  0.0901
H (-1.6540, -4.7361, -8.1521)  0.0893
H (-2.1665, -4.0382, -5.9052)  0.0625
H (-0.4898, -3.4529, -4.3329)  0.0691
C (-4.7439, -3.9507, -1.3043)  -0.1962
Si (-3.8951, -2.5402, -2.2281)  0.3651
C (-3.9103, -2.7863, -4.1123)  -0.1941
C (-4.7733, -0.9497, -1.7889)  -0.1889
C (-2.1647, -2.4834, -1.7100)  -0.4263
C (-0.9425, -2.3381, -1.5972)  -0.2616
H (-5.8133, -4.0261, -1.5631)  0.0254
H (-4.5943, -3.7025, -0.2374)  0.0362
H (-4.3101, -4.9252, -1.5013)  0.0180
H (-4.9245, -2.5949, -4.5712)  0.0429
H (-3.5383, -3.7726, -4.3228)  -0.0040
H (-3.1623, -2.1199, -4.5837)  0.0242
H (-5.2508, -0.4989, -2.6687)  0.0179
H (-4.0824, -0.1702, -1.3867)  0.0073
H (-5.6278, -1.0621, -1.0279)  0.0570

---

ORCA calculation (ωB97M-V/def2-TZVPD) on one molecule with the formula C6H10O7S.

Computed properties:
Total charge: 0
Structure (SMILES): O=CC(=O)C[C@H]([C@@H](O)CO)S(=O)(=O)O
Energy above the lowest of the compared OMol25 structures with the same formula, charge and spin: 0.117 eV

Last column: Löwdin charge in e.
Atoms and positions in Å:
O (-0.6449, -3.6007, 2.1780)  0.0767
O (1.6312, -1.1641, 1.1866)  0.1110
O (-2.8434, 0.5013, -1.2514)  -0.2752
O (-1.1445, 1.5867, -2.6143)  -0.2954
O (2.4185, 1.3287, 0.4695)  -0.0557
O (-0.0609, 1.2458, 1.6548)  -0.0059
O (-1.4415, -0.7599, -2.9137)  -0.1582
C (0.3868, -2.9103, 2.0895)  -0.1154
C (0.5608, -1.7582, 1.1637)  -0.2802
C (1.3052, 1.9871, -0.1521)  -0.1965
C (-0.5983, -1.2209, 0.3250)  -0.0482
C (-0.0497, 1.3842, 0.2206)  -0.3335
C (-0.2445, 0.0577, -0.5274)  -0.2627
S (-1.4790, 0.4307, -1.7852)  0.6957
H (2.2181, 0.3883, 0.6197)  0.0345
H (0.1974, 2.0762, 2.0476)  0.1024
H (-1.6016, -0.2275, -3.6943)  0.0728
H (1.2205, -3.2901, 2.6720)  0.1310
H (1.4074, 1.9904, -1.2368)  0.1186
H (1.3464, 3.0442, 0.1224)  0.1289
H (-1.4258, -0.9843, 0.9775)  0.1351
H (-0.9649, -1.9955, -0.3779)  0.1424
H (-0.8291, 2.0885, -0.0563)  0.1369
H (0.6360, -0.1983, -1.1173)  0.1411

---

The following F_max values (in eV/Å) correspond, in order, to the records above: 8.788 2.601 4.648.